1.
Computed, not measured: a cluster of 5 separate species, C29H69F7N4O6PSi in total, with wB97M-V/def2-TZVPD.

Atoms and positions in Å:
C 3.623 0.866 3.970
C 2.584 1.510 3.034
C 3.312 2.638 2.304
C 1.363 2.044 3.777
C 0.502 0.943 4.403
O -0.833 0.957 4.024
P -1.851 0.098 5.124
C -1.584 -1.627 4.230
F -1.236 -2.537 5.175
F -0.590 -1.678 3.305
C -2.869 -2.192 3.609
F -2.753 -3.531 3.484
F -3.925 -2.009 4.363
C -3.166 -1.638 2.169
F -2.499 -0.549 1.867
F -2.894 -2.529 1.250
F -4.444 -1.336 2.068
Si -2.786 1.914 6.127
C -4.677 1.661 6.190
C -2.247 2.054 7.961
C -2.402 3.550 5.217
O -0.542 -0.102 6.230
C 0.471 0.790 5.949
C 1.745 0.414 6.669
H 4.518 0.614 3.410
H 3.215 -0.052 4.375
H 3.860 1.584 4.750
H 2.292 0.722 2.345
H 3.664 3.332 3.061
H 2.636 3.120 1.602
H 4.183 2.272 1.769
H 1.658 2.803 4.500
H 0.749 2.497 3.001
H 0.985 0.012 4.063
H -2.635 -0.662 6.087
H -2.935 0.287 4.158
H -5.199 2.505 6.625
H -5.004 1.454 5.171
H -4.848 0.741 6.743
H -2.663 1.248 8.560
H -2.570 2.997 8.408
H -1.161 2.035 8.021
H -2.317 3.333 4.155
H -1.450 3.972 5.540
H -3.181 4.281 5.431
H 0.301 1.827 6.299
H 1.509 0.441 7.729
H 2.091 -0.587 6.427
H 2.517 1.146 6.484
C -5.417 0.847 -1.109
C -4.710 2.185 -1.305
C -3.882 2.631 -0.091
O -4.636 3.142 0.990
C -5.211 2.155 1.833
N -5.703 3.196 -1.691
H -6.303 0.937 -0.482
H -5.746 0.453 -2.071
H -4.750 0.111 -0.656
H -4.012 2.064 -2.140
H -3.236 3.456 -0.407
H -3.218 1.827 0.253
H -4.570 1.275 1.917
H -6.201 1.865 1.472
H -5.333 2.592 2.824
H -5.219 4.058 -1.926
H -6.232 3.432 -0.855
C -1.577 -2.927 -2.151
C -0.096 -2.779 -2.481
C 0.627 -1.747 -1.604
O 0.371 -0.396 -1.943
C -0.841 0.136 -1.430
N 0.048 -2.479 -3.911
H -2.173 -2.105 -2.546
H -1.974 -3.845 -2.587
H -1.733 -2.975 -1.072
H 0.379 -3.747 -2.291
H 1.704 -1.880 -1.747
H 0.430 -1.917 -0.538
H -1.080 -0.275 -0.445
H -1.669 -0.042 -2.120
H -0.715 1.215 -1.335
H 1.039 -2.482 -4.148
H -0.231 -1.510 -4.044
C 5.089 -3.808 -4.702
C 3.787 -4.466 -5.148
C 3.954 -5.431 -6.331
O 4.121 -4.806 -7.590
C 5.433 -4.356 -7.871
N 2.802 -3.418 -5.433
H 5.397 -3.005 -5.371
H 4.967 -3.368 -3.712
H 5.901 -4.537 -4.645
H 3.415 -5.056 -4.304
H 3.036 -6.018 -6.420
H 4.767 -6.147 -6.148
H 6.189 -5.022 -7.445
H 5.585 -3.338 -7.506
H 5.553 -4.342 -8.954
H 1.903 -3.855 -5.625
H 3.059 -2.991 -6.320
C 2.161 0.273 -6.117
C 2.827 1.637 -6.273
C 3.685 2.048 -5.065
O 2.952 2.483 -3.941
C 2.430 1.436 -3.132
N 1.798 2.637 -6.577
H 1.294 0.310 -5.457
H 1.808 -0.085 -7.086
H 2.859 -0.467 -5.721
H 3.500 1.574 -7.135
H 4.299 2.904 -5.362
H 4.381 1.245 -4.783
H 3.102 0.573 -3.103
H 1.446 1.130 -3.478
H 2.317 1.821 -2.119
H 2.250 3.523 -6.787
H 1.289 2.820 -5.715

Forces on atoms 1 to 6 (eV/Å):
C -0.7 0.1 -0.5
C 1.2 0.0 0.5
C -0.6 -0.4 0.0
C -0.5 -0.4 -0.4
C 1.3 -1.4 0.6
O 0.0 0.1 -0.3

total charge: -1
HOMO energy: -3.88 eV
HOMO-LUMO gap: 5.73 eV
DFT total energy: -3146.7098 a.u.


2.
Computed, not measured: a structure of composition C29H70N13OTi, with wB97M-V/def2-TZVPD.

Atoms and positions in Å:
Ti -0.102 0.313 0.031
C -4.604 0.287 3.822
N -3.350 0.735 3.185
C -2.711 1.868 3.863
C -2.844 0.163 2.086
N -1.538 0.086 1.848
C -0.694 -0.019 3.060
C 0.400 -0.987 2.747
N 1.195 -0.462 1.595
C 2.102 0.627 2.119
C 2.201 1.778 1.159
N 0.834 2.200 0.758
C 0.524 3.477 0.868
N 1.112 4.333 1.709
C 1.228 5.790 1.469
C 1.524 3.932 3.068
N -0.577 3.940 0.051
C -1.655 4.570 0.859
C -0.244 4.748 -1.150
C 1.996 -1.587 1.042
C 2.910 -1.167 -0.070
N 2.198 -0.344 -1.061
C 2.923 0.052 -2.092
N 4.082 -0.513 -2.497
C 5.173 0.306 -3.060
C 4.321 -1.963 -2.544
N 2.414 1.076 -2.891
C 2.668 1.061 -4.342
C 2.254 2.417 -2.334
N -3.727 -0.397 1.160
C -5.017 0.261 0.911
C -3.823 -1.864 1.150
H -4.428 0.223 4.894
H -4.886 -0.700 3.473
H -5.412 0.995 3.644
H -3.467 2.637 4.027
H -1.922 2.280 3.246
H -2.301 1.578 4.830
H -1.251 -0.387 3.919
H -0.270 0.941 3.351
H -0.021 -1.949 2.457
H 1.055 -1.160 3.601
H 3.084 0.209 2.339
H 1.690 0.966 3.062
H 2.705 1.456 0.263
H 2.810 2.562 1.587
H 1.497 6.005 0.444
H 2.042 6.147 2.095
H 0.326 6.334 1.752
H 1.144 2.945 3.305
H 1.079 4.642 3.764
H 2.604 3.958 3.196
H -1.325 5.468 1.377
H -2.033 3.853 1.584
H -2.466 4.848 0.186
H -1.093 4.702 -1.828
H 0.630 4.336 -1.654
H -0.070 5.794 -0.915
H 1.292 -2.340 0.690
H 2.572 -2.040 1.851
H 3.283 -2.102 -0.474
H 3.792 -0.643 0.312
H 4.999 1.361 -2.870
H 5.287 0.140 -4.131
H 6.102 0.027 -2.566
H 3.378 -2.505 -2.558
H 4.946 -2.320 -1.725
H 4.837 -2.181 -3.479
H 2.875 0.047 -4.679
H 3.500 1.703 -4.633
H 1.776 1.422 -4.856
H 3.213 2.891 -2.103
H 1.643 2.405 -1.440
H 1.751 3.035 -3.077
H -4.934 1.335 1.069
H -5.823 -0.125 1.533
H -5.300 0.090 -0.130
H -3.909 -2.246 0.128
H -4.708 -2.204 1.694
H -2.952 -2.314 1.626
N -3.657 -2.738 -4.023
C -2.578 -2.133 -3.123
C -2.113 -3.210 -2.147
C -0.858 -2.771 -1.388
N -1.146 -1.658 -0.412
C 0.238 -2.414 -2.379
C -0.168 -1.246 -3.266
N -0.245 0.019 -2.456
C -1.465 -1.580 -4.013
H -4.433 -3.133 -3.489
H -3.273 -3.495 -4.592
H -4.053 -2.053 -4.670
H -3.092 -1.323 -2.600
H -1.848 -4.118 -2.703
H -2.918 -3.484 -1.460
H -0.528 -3.623 -0.797
H -1.395 -2.058 0.485
H -1.999 -1.168 -0.676
H 0.458 -3.291 -2.994
H 1.148 -2.155 -1.848
H 0.585 -1.110 -4.042
H -0.808 0.714 -2.935
H 0.708 0.402 -2.518
H -1.196 -2.343 -4.755
H -1.822 -0.714 -4.579
C -2.946 2.126 -2.636
C -2.885 1.661 -1.197
O -1.542 1.617 -0.657
H -3.959 2.461 -2.873
H -2.697 1.332 -3.347
H -2.273 2.965 -2.821
H -3.304 0.664 -1.078
H -3.467 2.315 -0.550
H -1.211 2.589 -0.400

Forces on atoms 1 to 6 (eV/Å):
Ti -0.5 0.0 -0.9
C 0.2 0.1 -0.1
N -0.1 0.2 0.1
C -0.2 -0.2 0.0
C 0.0 0.1 -0.1
N 0.6 -0.1 0.1

total charge: +4
HOMO energy (spin up / spin down): -18.25 / -18.30 eV
multiplicity: 2
HOMO-LUMO gap (spin up / spin down): 7.96 / 8.39 eV
DFT total energy: -2782.2915 a.u.


3.
Computed, not measured: a structure of composition C29H71Br2ClF3IN20O34P, with wB97M-V/def2-TZVPD.

Atoms and positions in Å:
C 0.916 1.235 4.746
C 1.339 1.718 3.348
Cl 2.610 0.679 2.607
C 0.222 2.023 2.351
N -0.618 0.922 1.815
C -0.124 0.259 0.591
C -0.345 -1.242 0.375
C 0.368 -2.266 1.260
F 1.725 -2.223 1.026
Br -0.003 -2.107 3.149
C -0.115 -3.687 0.845
F -1.433 -3.825 1.165
F -0.017 -3.838 -0.504
Br 0.865 -5.099 1.727
C -1.799 0.704 2.328
N -2.236 1.341 3.515
C -3.184 0.365 4.095
C -3.600 -0.628 2.941
P -5.379 -0.798 2.465
C -6.174 0.780 2.963
C -6.007 -1.985 3.710
N -2.746 -0.154 1.804
I -3.518 0.524 0.009
H 1.587 0.435 5.075
H 1.021 2.044 5.469
H -0.094 0.827 4.765
H 1.845 2.683 3.470
H 0.670 2.497 1.473
H -0.427 2.775 2.807
H -0.600 0.770 -0.256
H 0.943 0.484 0.515
H -1.401 -1.519 0.345
H 0.040 -1.421 -0.636
H -2.799 2.125 3.177
H -4.047 0.860 4.536
H -2.681 -0.245 4.852
H -3.221 -1.633 3.157
H -6.001 1.021 4.020
H -7.251 0.670 2.819
H -5.785 1.581 2.327
H -5.546 -2.962 3.546
H -5.761 -1.663 4.732
H -7.092 -2.061 3.592
C 0.025 5.792 0.356
N -0.675 4.751 -0.442
O -0.506 3.590 -0.111
O -1.355 5.108 -1.373
H 0.568 5.298 1.150
H 0.705 6.311 -0.313
H -0.728 6.474 0.740
C -2.067 -5.737 -1.734
N -2.864 -6.532 -2.709
O -2.844 -7.737 -2.608
O -3.479 -5.901 -3.543
H -1.571 -6.421 -1.055
H -1.350 -5.158 -2.306
H -2.756 -5.083 -1.209
C -1.678 6.268 -4.147
N -0.385 6.998 -4.059
O -0.218 7.753 -3.126
O 0.428 6.784 -4.935
H -2.289 6.560 -3.301
H -2.138 6.543 -5.091
H -1.450 5.207 -4.126
C -3.319 -5.236 6.136
N -3.396 -3.758 6.249
O -3.999 -3.280 7.188
O -2.857 -3.107 5.379
H -3.851 -5.666 6.975
H -3.779 -5.512 5.194
H -2.269 -5.513 6.148
C 4.176 2.809 -0.111
N 3.696 3.871 0.810
O 2.786 4.582 0.409
O 4.222 3.977 1.892
H 3.578 2.872 -1.014
H 5.222 3.007 -0.319
H 4.051 1.854 0.392
C -7.526 -5.492 6.348
N -7.192 -5.410 4.899
O -6.020 -5.412 4.571
O -8.122 -5.338 4.134
H -6.602 -5.546 6.912
H -8.096 -4.602 6.597
H -8.136 -6.380 6.486
C 3.326 5.633 -4.897
N 3.983 4.482 -4.225
O 5.118 4.189 -4.531
O 3.323 3.905 -3.383
H 4.013 6.068 -5.615
H 2.433 5.256 -5.384
H 3.059 6.347 -4.125
C 6.299 6.826 1.054
N 6.748 6.000 -0.100
O 7.240 6.561 -1.050
O 6.585 4.798 -0.003
H 6.506 7.865 0.827
H 5.236 6.645 1.187
H 6.851 6.487 1.925
C 5.366 4.891 -8.780
N 5.257 6.376 -8.759
O 4.613 6.890 -7.867
O 5.829 6.985 -9.636
H 4.800 4.505 -7.940
H 4.966 4.550 -9.728
H 6.417 4.644 -8.699
C 0.572 -7.336 4.969
N -0.375 -7.887 5.975
O 0.059 -8.656 6.802
O -1.535 -7.526 5.892
H 1.558 -7.738 5.169
H 0.210 -7.638 3.989
H 0.553 -6.255 5.070
C 0.981 -2.458 -3.679
N 1.067 -0.986 -3.472
O 0.294 -0.470 -2.682
O 1.900 -0.392 -4.110
H 0.191 -2.847 -3.047
H 0.767 -2.624 -4.730
H 1.948 -2.877 -3.417
C -11.683 -6.773 3.243
N -12.040 -5.809 4.320
O -12.939 -5.027 4.110
O -11.392 -5.873 5.344
H -12.338 -6.596 2.398
H -10.642 -6.596 2.989
H -11.813 -7.772 3.647
C -2.189 -1.286 8.903
N -1.066 -0.910 8.003
O -0.713 0.249 7.985
O -0.572 -1.797 7.335
H -2.515 -0.395 9.426
H -2.977 -1.703 8.281
H -1.812 -2.037 9.591
C 8.055 0.744 -10.547
N 7.605 1.809 -9.611
O 6.703 2.542 -9.963
O 8.170 1.880 -8.542
H 7.459 0.810 -11.449
H 9.108 0.918 -10.748
H 7.917 -0.207 -10.042
C 8.514 3.085 -5.229
N 9.993 2.981 -5.347
O 10.512 1.923 -5.061
O 10.582 3.970 -5.725
H 8.130 2.131 -4.888
H 8.294 3.875 -4.517
H 8.129 3.334 -6.213
C 4.206 8.842 -11.677
N 3.167 8.838 -12.744
O 2.023 9.082 -12.424
O 3.539 8.582 -13.869
H 3.730 9.080 -10.734
H 4.654 7.854 -11.655
H 4.947 9.587 -11.948
C -2.322 -11.033 5.598
N -2.487 -10.920 4.124
O -1.498 -10.661 3.466
O -3.600 -11.080 3.679
H -1.280 -10.861 5.839
H -2.958 -10.278 6.050
H -2.635 -12.030 5.896

Forces on atoms 1 to 6 (eV/Å):
C 0.4 -0.6 -0.2
C -0.2 0.3 0.4
Cl -0.2 -0.1 0.0
C 0.3 0.5 -0.2
N -0.4 -0.1 0.7
C 0.1 0.0 -0.5

total charge: +1
HOMO energy: -11.12 eV
HOMO-LUMO gap: 7.13 eV
DFT total energy: -11345.8960 a.u.